(1)
{"formula": "C4H10N2O", "method": "wB97M-V/def2-TZVPD", "species": ["C", "C", "N", "C", "O", "H", "H", "H", "H", "H", "H", "H", "C", "N", "H", "H", "H"], "positions_angstrom": [[-1.180, 1.946, 0.179], [-0.224, 1.520, 1.004], [0.461, 0.316, 0.907], [1.157, -0.085, -0.590], [2.038, 0.873, -1.012], [-1.496, 1.388, -0.696], [-1.677, 2.883, 0.354], [0.067, 2.117, 1.855], [1.127, 0.162, 1.651], [0.271, -0.239, -1.205], [1.683, -1.019, -0.411], [1.552, 1.675, -1.241], [-0.844, -2.655, -0.437], [-1.006, -1.997, 0.602], [-0.338, -2.289, -1.367], [-1.131, -3.711, -0.492], [-0.460, -0.886, 0.900]], "e_tot_ev": -9334.4456, "smiles": "C=CNCO.C=N", "e_above_lowest_ev": 4.5419, "homo_lumo_gap_ha": 0.3066, "e_homo_ev": -7.72}


(2)
{"formula": "C3H8N3OS", "method": "wB97M-V/def2-TZVPD", "species": ["C", "O", "C", "N", "N", "N", "C", "S", "H", "H", "H", "H", "H", "H", "H", "H"], "positions_angstrom": [[-1.552, -1.341, -0.547], [-1.523, -0.028, -0.081], [-0.294, 0.388, 0.144], [-0.516, 1.932, 0.410], [0.376, -0.097, 1.380], [1.507, -0.462, 1.231], [2.116, -0.537, -0.002], [1.010, 0.232, -1.206], [-2.545, -1.662, -0.652], [-1.048, -2.014, 0.157], [-1.303, -1.538, -1.680], [-1.061, 2.203, -0.499], [0.467, 2.416, 0.333], [-1.144, 2.385, 1.194], [3.205, -0.311, 0.011], [2.306, -1.566, -0.191]], "e_tot_ev": -20583.8814, "smiles": "CO[C@@]1([NH3+])N=NCS1", "e_above_lowest_ev": 2.7406, "homo_lumo_gap_ha": 0.3668, "e_homo_ev": -13.82, "charge": 1}


(3)
{"formula": "C27H66GaN4OS", "method": "wB97M-V/def2-TZVPD", "species": ["C", "C", "C", "O", "Ga", "C", "S", "C", "C", "C", "C", "C", "N", "H", "H", "H", "H", "H", "H", "H", "H", "H", "H", "H", "H", "H", "H", "H", "H", "H", "H", "H", "H", "H", "C", "C", "N", "C", "C", "C", "C", "H", "H", "H", "H", "H", "H", "H", "H", "H", "H", "H", "H", "H", "H", "H", "C", "C", "N", "C", "C", "C", "C", "H", "H", "H", "H", "H", "H", "H", "H", "H", "H", "H", "H", "H", "H", "H", "C", "C", "N", "C", "C", "C", "C", "H", "H", "H", "H", "H", "H", "H", "H", "H", "H", "H", "H", "H", "H", "H"], "positions_angstrom": [[3.499, 0.350, -0.778], [2.377, -0.674, -1.049], [2.088, -0.789, -2.539], [1.016, -1.601, -2.883], [-0.668, -1.096, -2.223], [-2.157, -1.404, -3.574], [-3.542, -0.221, -3.465], [-3.589, 0.403, -1.768], [-4.294, 1.759, -1.756], [-0.973, -2.154, -0.466], [-1.584, -3.479, -0.687], [-3.058, -3.524, -1.045], [-0.886, -4.555, -0.622], [4.196, -0.043, -0.040], [3.071, 1.253, -0.347], [4.025, 0.610, -1.694], [2.657, -1.660, -0.678], [1.486, -0.371, -0.502], [2.996, -1.210, -2.999], [1.985, 0.225, -2.960], [-0.618, 0.480, -1.874], [-1.765, -1.221, -4.574], [-2.562, -2.414, -3.572], [-4.158, -0.274, -1.137], [-2.589, 0.518, -1.362], [-3.659, 2.539, -2.165], [-4.559, 2.011, -0.728], [-5.222, 1.703, -2.324], [-1.546, -1.527, 0.220], [0.020, -2.317, -0.049], [-3.223, -4.181, -1.898], [-3.420, -2.537, -1.297], [-3.628, -3.933, -0.210], [-1.466, -5.348, -0.897], [10.937, -0.735, 2.014], [9.512, -0.235, 2.197], [8.722, -0.295, 0.983], [7.461, 0.424, 1.079], [6.411, -0.084, 2.075], [8.661, -1.594, 0.334], [8.119, -2.780, 1.145], [11.440, -0.189, 1.215], [11.499, -0.587, 2.938], [10.973, -1.799, 1.780], [9.552, 0.815, 2.502], [9.052, -0.782, 3.036], [7.015, 0.459, 0.083], [7.702, 1.462, 1.331], [5.912, -0.982, 1.716], [5.640, 0.677, 2.208], [6.839, -0.294, 3.056], [9.668, -1.845, -0.009], [8.070, -1.480, -0.577], [8.518, -2.797, 2.161], [8.408, -3.717, 0.664], [7.032, -2.773, 1.208], [-7.028, -1.383, -0.799], [-6.499, -2.180, 0.384], [-7.264, -1.988, 1.604], [-6.606, -2.527, 2.780], [-6.392, -4.045, 2.863], [-8.688, -2.241, 1.498], [-9.141, -3.634, 1.033], [-7.069, -0.318, -0.565], [-6.368, -1.518, -1.656], [-8.024, -1.708, -1.104], [-5.475, -1.852, 0.583], [-6.430, -3.239, 0.091], [-7.166, -2.198, 3.661], [-5.629, -2.041, 2.851], [-7.314, -4.577, 3.093], [-5.680, -4.270, 3.660], [-5.983, -4.450, 1.938], [-9.110, -1.500, 0.815], [-9.138, -2.021, 2.470], [-8.549, -3.992, 0.190], [-10.183, -3.592, 0.707], [-9.081, -4.374, 1.829], [1.091, 7.169, -1.519], [0.336, 5.848, -1.507], [0.926, 4.856, -0.632], [0.376, 3.519, -0.824], [-1.098, 3.285, -0.485], [1.122, 5.269, 0.744], [-0.107, 5.729, 1.542], [2.138, 7.015, -1.784], [0.646, 7.840, -2.256], [1.052, 7.676, -0.554], [0.352, 5.434, -2.519], [-0.723, 6.050, -1.275], [0.987, 2.816, -0.254], [0.531, 3.251, -1.873], [-1.270, 3.231, 0.591], [-1.406, 2.329, -0.912], [-1.748, 4.058, -0.899], [1.858, 6.079, 0.753], [1.604, 4.442, 1.270], [-0.749, 6.389, 0.956], [0.214, 6.285, 2.427], [-0.710, 4.891, 1.886]], "e_tot_ev": -100289.2853, "homo_lumo_gap_ha": 0.2675, "e_homo_ev": -4.84, "charge": -1}


(4)
{"formula": "C3H6N2S", "method": "wB97M-V/def2-TZVPD", "species": ["C", "C", "N", "N", "C", "S", "H", "H", "H", "H", "H", "H"], "positions_angstrom": [[-1.348, -1.362, -0.016], [-0.096, -0.999, -0.162], [0.315, 0.330, -0.236], [-0.737, 1.311, -0.146], [1.587, 0.625, 0.029], [2.793, -0.465, -0.085], [-1.630, -2.363, 0.095], [-2.155, -0.684, 0.289], [0.663, -1.789, -0.220], [-0.553, 1.979, -0.883], [-0.641, 1.733, 0.855], [1.804, 1.682, 0.479]], "e_tot_ev": -17021.3713, "smiles": "C=CN(N)C=S", "e_above_lowest_ev": 2.6697, "homo_lumo_gap_ha": 0.3228, "e_homo_ev": -8.51}


(5)
{"formula": "C26H41HgN3O9PTe", "method": "wB97M-V/def2-TZVPD", "species": ["Hg", "C", "C", "O", "C", "C", "O", "C", "C", "O", "C", "C", "O", "C", "C", "O", "C", "C", "O", "H", "H", "H", "H", "H", "H", "H", "H", "H", "H", "H", "H", "H", "H", "H", "H", "H", "H", "H", "H", "H", "H", "H", "H", "N", "C", "C", "C", "C", "C", "C", "C", "N", "C", "C", "N", "C", "H", "H", "H", "H", "H", "H", "H", "C", "C", "O", "P", "O", "Te", "O", "C", "C", "H", "H", "H", "H", "H", "H", "H", "H", "H", "H"], "positions_angstrom": [[-0.624, -0.509, 1.177], [2.736, 1.306, 1.903], [2.559, -0.035, 2.606], [2.317, -1.111, 1.732], [3.332, -1.361, 0.791], [2.915, -2.549, -0.049], [1.731, -2.352, -0.796], [1.829, -1.368, -1.797], [0.587, -1.417, -2.650], [-0.501, -0.926, -1.897], [-1.722, -0.933, -2.595], [-2.854, -0.671, -1.621], [-2.673, 0.444, -0.766], [-2.658, 1.716, -1.373], [-1.279, 2.201, -1.774], [-0.523, 2.486, -0.610], [0.843, 2.704, -0.903], [1.655, 2.719, 0.366], [1.818, 1.398, 0.833], [3.757, 1.438, 1.521], [2.554, 2.099, 2.638], [1.690, 0.002, 3.263], [3.450, -0.221, 3.221], [4.281, -1.607, 1.291], [3.508, -0.479, 0.164], [2.709, -3.394, 0.607], [3.745, -2.814, -0.720], [2.708, -1.549, -2.433], [1.920, -0.368, -1.356], [0.393, -2.449, -2.969], [0.739, -0.801, -3.549], [-1.903, -1.912, -3.058], [-1.702, -0.190, -3.407], [-2.953, -1.525, -0.949], [-3.787, -0.562, -2.191], [-3.073, 2.410, -0.637], [-3.314, 1.735, -2.254], [-1.382, 3.105, -2.391], [-0.755, 1.441, -2.359], [0.969, 3.656, -1.437], [1.214, 1.900, -1.551], [1.163, 3.333, 1.131], [2.633, 3.172, 0.152], [-5.319, 9.430, 1.728], [-4.849, 8.411, 1.974], [-4.258, 7.133, 2.281], [-3.506, 6.463, 1.321], [-2.940, 5.237, 1.610], [-3.117, 4.666, 2.870], [-3.870, 5.335, 3.830], [-4.438, 6.561, 3.535], [-2.543, 3.412, 3.164], [-2.773, 2.608, 4.273], [-2.005, 1.502, 4.106], [-1.288, 1.604, 2.930], [-1.631, 2.740, 2.397], [-3.371, 6.903, 0.342], [-2.375, 4.725, 0.846], [-4.008, 4.912, 4.813], [-5.022, 7.079, 4.283], [-3.472, 2.871, 5.045], [-1.939, 0.614, 4.712], [-1.276, 3.100, 1.446], [-4.700, -0.356, 2.379], [-4.812, -1.742, 2.971], [-3.848, -2.620, 2.353], [-2.415, -2.816, 3.052], [-2.033, -1.663, 3.897], [-0.941, -3.356, 1.223], [-2.595, -4.107, 3.982], [-3.026, -5.363, 3.440], [-2.623, -6.453, 4.402], [-5.461, 0.299, 2.811], [-4.843, -0.388, 1.298], [-3.718, 0.066, 2.588], [-5.785, -2.189, 2.765], [-4.661, -1.724, 4.052], [-2.565, -5.518, 2.460], [-4.109, -5.326, 3.301], [-1.538, -6.497, 4.497], [-2.981, -7.420, 4.043], [-3.048, -6.273, 5.390]], "spin_multiplicity": 2, "e_tot_ev": -71281.3908, "homo_lumo_gap_ha": [0.2106, 0.2573], "e_homo_ev": [-5.72, -7.15]}


(6)
{"formula": "C2H6N4O", "method": "wB97M-V/def2-TZVPD", "species": ["C", "C", "N", "N", "N", "N", "O", "H", "H", "H", "H", "H", "H"], "positions_angstrom": [[-1.224, -0.758, 0.196], [0.900, -0.434, 0.118], [-1.924, 0.363, -0.036], [1.231, 0.816, -0.034], [1.582, -1.673, -0.091], [-1.407, 1.496, -0.385], [2.457, 1.217, 0.136], [-1.330, -1.503, 0.859], [-2.963, 0.118, 0.043], [2.123, -1.878, 0.738], [2.251, -1.586, -0.818], [-2.162, 2.261, -0.654], [0.465, 1.559, -0.073]], "e_tot_ev": -10171.1800, "e_above_lowest_ev": 8.8816, "homo_lumo_gap_ha": [0.3130, 0.3130], "e_homo_ev": [-8.08, -8.07]}